No. 1
{"formula": "C3H3NS", "method": "ωB97M-V/def2-TZVPD", "symbols": ["C", "C", "C", "H", "H", "H", "N", "S"], "xyz": [[-0.301, 0.998, -0.034], [-0.524, -0.631, 0.208], [0.961, -1.257, 0.216], [-1.065, 1.870, -0.567], [0.818, 0.696, -0.802], [-0.087, 1.482, 1.108], [2.047, -1.649, -0.106], [-1.848, -1.510, -0.023]], "forces_ev_per_a": [[2.191, -0.084, 0.240], [1.544, 1.543, -1.444], [1.583, -0.667, -1.417], [1.822, -3.508, 1.326], [-3.329, 2.193, 2.503], [0.085, -1.395, -3.362], [-4.646, 1.613, 1.676], [0.751, 0.305, 0.478]], "mulliken_charge": [-0.688, 0.233, 0.224, 0.292, 0.257, 0.233, -0.383, -0.169], "homo_lumo_gap_ev": 8.338, "homo_energy_ev": -9.718, "de_lowest_kj_mol": 307.12, "spin_multiplicity": 1, "total_charge": 0}



No. 2
{"formula": "C67H57NOP2PdSSb", "method": "ωB97M-V/def2-TZVPD", "symbols": ["Pd", "O", "C", "C", "C", "C", "C", "C", "P", "C", "C", "C", "C", "C", "C", "C", "C", "C", "C", "C", "C", "C", "C", "C", "C", "C", "C", "P", "C", "C", "C", "C", "C", "C", "C", "C", "C", "C", "C", "C", "H", "H", "H", "H", "H", "H", "H", "H", "H", "H", "H", "H", "H", "H", "H", "H", "H", "H", "H", "H", "H", "H", "H", "H", "H", "H", "H", "H", "S", "Sb", "C", "C", "C", "C", "C", "C", "C", "C", "C", "C", "C", "C", "C", "C", "C", "C", "C", "C", "H", "H", "H", "H", "H", "H", "H", "H", "H", "H", "H", "H", "H", "H", "H", "C", "C", "C", "C", "C", "N", "H", "H", "H", "H", "H", "H", "H", "H", "H", "C", "C", "C", "C", "C", "C", "C", "C", "H", "H", "H", "H", "H"], "xyz": [[-0.378, -0.515, 0.449], [2.333, -0.297, 3.275], [1.910, 0.147, 4.497], [2.734, 0.621, 5.511], [2.165, 0.979, 6.726], [0.799, 0.863, 6.933], [-0.017, 0.448, 5.886], [0.516, 0.118, 4.648], [-0.493, -0.317, 3.135], [-1.164, -1.890, 3.858], [-0.312, -2.996, 3.776], [-0.626, -4.189, 4.412], [-1.811, -4.304, 5.131], [-2.680, -3.223, 5.195], [-2.360, -2.022, 4.564], [-1.909, 0.845, 3.295], [-1.815, 2.089, 3.911], [-2.876, 2.990, 3.860], [-4.043, 2.657, 3.193], [-4.136, 1.430, 2.547], [-3.074, 0.540, 2.583], [3.611, -0.576, 2.862], [4.647, -0.963, 3.702], [5.900, -1.209, 3.156], [6.105, -1.086, 1.792], [5.034, -0.778, 0.961], [3.766, -0.539, 1.476], [2.258, -0.206, 0.411], [2.654, 1.585, 0.216], [3.632, 2.101, -0.634], [3.934, 3.456, -0.627], [3.281, 4.312, 0.251], [2.331, 3.802, 1.124], [2.017, 2.450, 1.102], [2.820, -1.087, -1.097], [2.929, -0.566, -2.381], [3.287, -1.384, -3.450], [3.537, -2.730, -3.250], [3.405, -3.271, -1.974], [3.038, -2.459, -0.914], [3.796, 0.741, 5.359], [2.806, 1.344, 7.521], [0.367, 1.123, 7.892], [-1.090, 0.394, 6.027], [0.608, -2.908, 3.204], [0.049, -5.034, 4.343], [-2.063, -5.234, 5.625], [-3.610, -3.309, 5.748], [-3.043, -1.184, 4.625], [-0.902, 2.379, 4.413], [-2.778, 3.963, 4.329], [-4.862, 3.365, 3.141], [-5.025, 1.179, 1.978], [-3.122, -0.372, 2.003], [4.479, -1.103, 4.759], [6.715, -1.502, 3.808], [7.089, -1.249, 1.369], [5.183, -0.742, -0.112], [4.175, 1.450, -1.305], [4.690, 3.841, -1.302], [3.514, 5.370, 0.255], [1.814, 4.460, 1.812], [1.263, 2.066, 1.773], [2.701, 0.472, -2.580], [3.346, -0.955, -4.443], [3.809, -3.364, -4.086], [3.569, -4.330, -1.811], [2.910, -2.890, 0.075], [-2.171, -0.545, -1.037], [-0.255, 0.615, -2.855], [-2.018, 1.474, -3.765], [-2.081, 2.854, -3.956], [-3.235, 3.461, -4.444], [-4.342, 2.688, -4.764], [-4.294, 1.309, -4.573], [-3.147, 0.712, -4.064], [-0.375, -1.349, -3.776], [-0.910, -1.565, -5.049], [-0.978, -2.845, -5.597], [-0.503, -3.936, -4.882], [0.035, -3.738, -3.613], [0.090, -2.460, -3.071], [1.033, 1.349, -4.605], [1.617, 2.604, -4.375], [2.541, 3.172, -5.251], [2.923, 2.482, -6.395], [2.378, 1.227, -6.645], [1.452, 0.671, -5.761], [-1.220, 3.473, -3.712], [-3.272, 4.539, -4.561], [-5.238, 3.154, -5.157], [-5.160, 0.700, -4.807], [-3.143, -0.354, -3.859], [-1.288, -0.723, -5.622], [-1.400, -2.987, -6.587], [-0.543, -4.930, -5.312], [0.406, -4.584, -3.042], [0.495, -2.326, -2.079], [1.352, 3.152, -3.469], [2.969, 4.146, -5.039], [3.643, 2.913, -7.082], [2.679, 0.674, -7.531], [1.065, -0.319, -5.977], [-2.313, -5.219, 1.728], [-2.312, -4.510, 0.367], [-1.942, -5.485, -0.759], [-3.687, -3.888, 0.095], [-1.285, -3.450, 0.412], [-0.465, -2.656, 0.500], [-3.111, -5.967, 1.733], [-2.494, -4.509, 2.539], [-1.361, -5.721, 1.917], [-2.632, -6.333, -0.727], [-0.924, -5.862, -0.640], [-2.022, -4.999, -1.733], [-4.422, -4.697, 0.055], [-3.685, -3.329, -0.838], [-3.962, -3.184, 0.882], [-0.862, 1.376, 0.335], [-1.216, 2.533, 0.260], [-1.791, 3.849, 0.206], [-1.276, 4.934, 0.920], [-1.905, 6.173, 0.882], [-3.056, 6.356, 0.123], [-3.567, 5.288, -0.609], [-2.944, 4.048, -0.572], [-0.380, 4.795, 1.514], [-1.495, 7.002, 1.449], [-3.546, 7.322, 0.097], [-4.458, 5.420, -1.214], [-3.331, 3.206, -1.137]], "forces_ev_per_a": [[-0.176, 0.499, 0.021], [-0.006, 0.040, 0.012], [-0.043, -0.098, -0.049], [-0.021, 0.075, 0.037], [0.029, 0.004, 0.029], [-0.088, 0.003, -0.034], [0.072, 0.028, 0.059], [0.122, 0.023, -0.296], [-0.504, -0.116, 0.570], [0.032, 0.025, 0.052], [-0.005, 0.000, 0.015], [0.036, 0.093, 0.084], [0.049, 0.049, -0.005], [-0.012, 0.059, -0.056], [0.059, -0.051, -0.046], [-0.008, -0.048, 0.021], [-0.075, 0.065, -0.043], [0.110, -0.055, 0.018], [-0.011, -0.001, -0.053], [0.009, -0.021, -0.010], [0.051, 0.045, 0.069], [-0.120, 0.031, 0.103], [0.028, -0.035, -0.010], [0.001, -0.004, 0.011], [-0.036, 0.024, -0.069], [0.070, -0.060, 0.023], [-0.166, -0.188, -0.083], [0.361, 0.493, -0.086], [0.092, -0.055, -0.120], [-0.006, 0.042, 0.019], [0.003, -0.056, 0.005], [-0.020, -0.015, 0.011], [0.027, -0.012, -0.029], [0.025, 0.042, -0.005], [0.021, -0.102, 0.116], [0.016, -0.016, -0.065], [0.011, 0.050, 0.055], [0.022, -0.041, 0.065], [-0.033, 0.062, -0.013], [0.012, -0.028, -0.076], [-0.036, -0.026, -0.019], [-0.037, -0.012, -0.053], [0.012, -0.025, -0.048], [0.007, 0.008, 0.001], [-0.038, -0.021, 0.037], [-0.005, 0.037, -0.009], [0.013, 0.021, -0.009], [0.056, 0.024, -0.055], [0.015, 0.000, 0.018], [0.013, 0.022, 0.039], [0.017, -0.038, -0.016], [0.043, -0.041, 0.001], [0.084, 0.004, 0.016], [-0.039, -0.079, -0.061], [-0.003, 0.024, -0.009], [-0.038, 0.018, -0.024], [-0.036, -0.024, 0.000], [-0.004, 0.005, 0.026], [0.002, -0.033, -0.026], [-0.049, -0.020, 0.009], [-0.010, -0.033, 0.002], [0.058, -0.031, -0.007], [-0.115, -0.034, 0.014], [0.062, 0.049, 0.023], [-0.017, 0.016, 0.015], [-0.025, 0.022, 0.030], [-0.002, 0.024, 0.002], [0.032, -0.008, -0.026], [0.135, -0.169, 0.208], [-0.140, -0.210, -0.465], [-0.041, 0.061, 0.014], [0.054, -0.043, -0.036], [0.023, -0.038, 0.022], [0.056, -0.115, 0.014], [0.066, 0.107, 0.008], [-0.018, 0.125, 0.076], [-0.113, -0.043, -0.163], [0.029, -0.023, 0.099], [0.034, 0.057, 0.078], [0.044, 0.104, 0.062], [-0.047, 0.028, -0.045], [-0.105, 0.028, -0.178], [0.149, 0.037, -0.038], [-0.026, -0.075, -0.061], [-0.061, -0.104, -0.033], [-0.078, -0.039, 0.079], [-0.080, -0.007, 0.111], [0.062, 0.196, 0.080], [-0.083, -0.044, -0.030], [0.029, -0.039, -0.016], [-0.003, -0.003, 0.023], [-0.003, 0.000, 0.009], [0.018, 0.009, -0.034], [0.031, -0.047, 0.028], [-0.003, 0.012, 0.015], [-0.024, -0.023, 0.009], [0.025, 0.049, -0.027], [0.015, 0.000, 0.152], [0.050, -0.019, -0.057], [-0.021, -0.002, 0.018], [0.002, -0.001, 0.010], [-0.024, 0.023, 0.048], [-0.005, 0.038, 0.004], [-0.034, 0.057, -0.013], [0.045, 0.005, -0.053], [-0.019, -0.017, -0.031], [0.087, 0.113, 0.061], [-0.137, -0.467, 0.121], [0.049, 0.057, -0.084], [0.044, 0.019, -0.013], [-0.016, -0.092, -0.126], [-0.041, 0.036, -0.003], [0.028, 0.052, -0.027], [-0.045, 0.004, 0.010], [0.036, -0.009, 0.047], [0.026, 0.079, -0.013], [0.017, 0.013, -0.067], [0.003, -0.064, 0.019], [0.130, -0.310, -0.134], [0.026, 0.418, 0.297], [-0.126, -0.231, -0.164], [-0.036, 0.057, 0.020], [-0.004, -0.075, -0.034], [0.046, -0.096, -0.012], [0.063, -0.055, 0.018], [0.029, 0.063, 0.035], [-0.079, -0.009, -0.018], [-0.002, -0.026, -0.009], [0.011, -0.011, -0.001], [0.055, -0.016, 0.031], [0.010, 0.073, 0.041]], "mulliken_charge": [0.672, 0.465, 0.374, -1.275, -0.781, -0.993, 0.189, -0.194, 2.081, 1.258, -0.588, -0.731, -0.601, -0.663, -0.588, 0.242, -0.655, -0.789, -0.668, -0.818, -0.645, 0.240, -0.856, -0.788, -0.928, -0.272, 0.011, 1.622, 1.207, -0.566, -0.791, -0.898, -0.787, -0.683, 0.573, -0.338, -0.769, -0.684, -0.789, -0.604, 0.711, 0.378, 0.416, 0.475, 0.177, 0.497, 0.348, 0.406, 0.341, 0.337, 0.381, 0.388, 0.418, 0.365, 0.702, 0.394, 0.446, 0.433, 0.348, 0.449, 0.383, 0.454, 0.315, 0.654, 0.413, 0.364, 0.406, 0.436, -1.040, -0.026, 1.092, -0.637, -0.576, -0.508, -0.832, -0.294, 0.966, -0.720, -0.755, -0.977, -0.815, -0.415, 0.664, -0.264, -0.778, -0.465, -0.644, -0.753, 0.268, 0.428, 0.371, 0.379, 0.333, 0.572, 0.380, 0.360, 0.632, 0.063, 0.281, 0.406, 0.358, 0.386, 0.340, -1.624, 2.527, -1.939, -1.620, -0.511, -0.180, 0.500, 0.202, 0.342, 0.474, 0.350, 0.433, 0.482, 0.266, 0.283, -0.074, 0.584, -0.549, 0.480, -0.808, -0.417, -0.856, -0.290, 0.291, 0.388, 0.385, 0.407, 0.665], "homo_lumo_gap_ev": 5.703, "homo_energy_ev": -3.468, "spin_multiplicity": 1, "total_charge": -1}